(1)
An isolated molecule of C3H4Br2O in a non-equilibrium geometry. Source: the OMol25 dataset; level of theory: wB97M-V/def2-TZVPD.

Summary:
Highest occupied orbital energy, eV: -10.08
Orbital gap, eV: 10.46
Energy above the lowest of the compared OMol25 structures with the same formula, charge and spin, eV: 0.2621

```
10
Properties=species:S:1:pos:R:3:forces:R:3
C 0.64388 -0.11713 1.02217 2.015 0.891 1.640
C -0.54722 0.06531 0.14811 -0.044 -0.483 -2.749
Br -1.55565 1.72552 0.38451 0.228 -0.565 -0.024
Br -1.65963 -1.52839 0.27972 -0.388 0.142 -0.109
C -0.07460 0.04120 -1.48259 -0.607 1.202 2.476
O 1.05800 -0.07812 -1.77341 1.496 -0.644 -0.070
H 0.46616 -0.93019 1.83386 0.421 1.663 -1.410
H 0.91860 0.93825 1.54006 -0.433 -2.645 -1.182
H 1.50964 -0.43953 0.31177 -1.324 0.540 1.486
H -0.75919 0.32307 -2.26419 -1.365 -0.100 -0.057
```
Forces are in eV/Å.

Results of the Löwdin charge analysis, in e, for atoms 1 through 5:
1. C -0.238
2. C -1.247
3. Br 0.665
4. Br 0.683
5. C -0.331


(2)
A structure of composition C3H4Br3CaO2Rb in a non-equilibrium geometry. Source: the OMol25 dataset; level of theory: wB97M-V/def2-TZVPD.

Summary:
Highest occupied orbital energy (spin up / spin down), eV: -20.05 / -20.05
Orbital gap (spin up / spin down), eV: 8.41 / 4.56
2S+1: 2
Total charge: +3

```
14
Properties=species:S:1:pos:R:3:forces:R:3
Rb 9.75048 15.90757 8.95416 0.023 0.415 0.583
Ca 11.14539 14.10065 5.46526 1.619 1.738 -0.436
C 13.31375 17.86955 6.34664 -1.539 -1.243 -1.004
C 12.35808 16.69175 5.88113 3.491 -0.312 0.510
O 12.70647 15.85675 5.00669 -0.023 -0.559 -1.297
O 11.37672 16.35769 6.56412 -3.493 -0.623 2.103
H 12.69863 18.76451 6.44028 0.319 0.221 -0.237
H 13.67942 17.65246 7.35027 -0.026 -0.282 -0.076
H 14.14142 17.92468 5.63953 -0.191 0.339 0.135
C 9.34046 18.19737 3.99773 -0.069 -1.086 0.546
Br 9.38805 17.14415 2.35134 -0.338 1.154 0.931
Br 8.21528 17.37065 5.46945 0.608 0.986 -1.488
Br 8.75464 20.05205 3.69681 -0.121 -0.809 -0.209
H 10.35630 18.26870 4.38641 -0.261 0.061 -0.062
```
Forces are in eV/Å.

Results of the Löwdin charge analysis, in e, for atoms 1 through 5:
1. Rb 0.949
2. Ca 1.743
3. C 0.063
4. C -0.715
5. O -0.140


(3)
A cluster of 3 separate species, C3H4BrClO2 in total in a non-equilibrium geometry. Source: the OMol25 dataset; level of theory: wB97M-V/def2-TZVPD.

Summary:
Highest occupied orbital energy (spin up / spin down), eV: -5.52 / -10.00
Orbital gap (spin up / spin down), eV: 5.90 / 4.94
2S+1: 3

```
11
Properties=species:S:1:pos:R:3:forces:R:3
C 2.29379 -0.53216 -0.41209 0.039 1.151 -1.322
C -0.64218 0.50483 1.28666 2.651 -2.854 -0.816
C -0.45514 -0.82732 0.41410 1.730 6.196 5.849
O 2.43362 0.19470 -1.28330 -0.154 -1.314 1.579
O -0.91411 -0.89628 -0.65925 -3.078 -2.442 -6.443
Cl -0.35275 1.22629 -2.59689 1.373 3.002 -0.373
Br 0.41558 -2.18208 1.36910 1.050 -2.254 0.854
H 0.25035 0.60600 1.91003 0.185 0.363 -0.241
H -0.72698 1.27064 0.56396 -0.145 0.938 -0.550
H -1.40649 0.48196 1.97571 -2.291 -0.045 1.237
H -0.89568 0.15342 -2.56804 -1.361 -2.740 0.226
```
Forces are in eV/Å.

Results of the Löwdin charge analysis, in e, for atoms 1 through 5:
1. C -0.017
2. C -0.086
3. C -1.038
4. O 0.017
5. O -0.105


(4)
A structure of composition C3H4BrClS in a non-equilibrium geometry. Source: the OMol25 dataset; level of theory: wB97M-V/def2-TZVPD.

Summary:
Highest occupied orbital energy (spin up / spin down), eV: -7.26 / -9.46
Orbital gap (spin up / spin down), eV: 7.92 / 8.10
2S+1: 3
Energy above the lowest of the compared OMol25 structures with the same formula, charge and spin, eV: 1.4341

```
10
Properties=species:S:1:pos:R:3:forces:R:3
C 0.02004 -0.88686 -0.37352 3.656 0.274 -0.407
C 1.98900 -1.20740 -0.56579 -3.853 0.612 -0.049
C -1.45725 1.43575 0.78739 1.116 -5.597 -1.160
S -0.39888 0.70167 -0.61248 -0.145 0.972 -0.256
Cl 2.29040 -2.87938 -0.49772 0.191 0.216 -0.083
Br 2.68431 -0.15669 -1.98034 -0.077 -0.481 0.485
H -0.49395 -1.55637 0.26546 -0.128 -0.741 0.564
H -0.85121 1.34956 1.61757 0.955 -0.520 2.092
H -2.32828 0.81222 0.80229 -0.734 0.484 0.283
H -1.45419 2.38749 0.55714 -0.981 4.782 -1.469
```
Forces are in eV/Å.

Results of the Löwdin charge analysis, in e, for atoms 1 through 5:
1. C -0.500
2. C -1.142
3. C -0.265
4. S 0.771
5. Cl 0.535


(5)
An isolated molecule of C3H4BrF in a non-equilibrium geometry. Source: the OMol25 dataset; level of theory: wB97M-V/def2-TZVPD.

Summary:
Highest occupied orbital energy, eV: -9.67
Orbital gap, eV: 10.50
Energy above the lowest of the compared OMol25 structures with the same formula, charge and spin, eV: 1.5623

```
9
Properties=species:S:1:pos:R:3:forces:R:3
F -1.12536 -1.72344 -1.15998 -0.385 -1.048 0.228
C -1.01160 -0.44241 -0.82114 2.133 2.147 6.090
C 0.42690 -0.23388 0.20215 -3.351 -2.908 -3.708
C 0.76654 0.87614 0.76186 2.151 -0.602 0.950
Br 2.41246 0.82034 1.81039 -0.661 0.364 -0.212
H -0.94576 0.13652 -1.66869 0.078 1.460 -1.793
H -1.70415 -0.00273 0.01485 0.176 -1.425 -2.149
H 0.83874 -1.26105 0.20823 0.376 1.044 0.593
H 0.34224 1.83051 0.65233 -0.516 0.968 0.002
```
Forces are in eV/Å.

Results of the Löwdin charge analysis, in e, for atoms 1 through 5:
1. F -0.018
2. C -0.178
3. C -0.160
4. C -0.578
5. Br 0.595


(6)
An isolated molecule of C3H4BrN in a non-equilibrium geometry. Source: the OMol25 dataset; level of theory: wB97M-V/def2-TZVPD.

Summary:
Highest occupied orbital energy, eV: -8.74
Orbital gap, eV: 8.81
Energy above the lowest of the compared OMol25 structures with the same formula, charge and spin, eV: 1.6329

```
9
Properties=species:S:1:pos:R:3:forces:R:3
C -0.99426 -0.48403 -1.60472 -0.051 -0.100 -1.313
C -0.23545 -0.25838 -0.57094 0.510 0.057 0.380
N 0.54090 -0.26650 0.34689 0.747 0.362 0.313
C 0.96461 0.26643 1.58825 -2.230 -0.650 -0.393
Br -0.68689 1.23491 2.57246 1.339 -0.554 -0.644
H -0.72777 -0.27098 -2.65333 -0.057 0.418 0.929
H -1.83944 -1.12789 -1.48069 -0.351 -0.246 0.217
H 1.08670 -0.66729 2.18059 0.465 1.447 0.287
H 1.75045 1.03629 1.50343 -0.372 -0.734 0.225
```
Forces are in eV/Å.

Results of the Löwdin charge analysis, in e, for atoms 1 through 5:
1. C 0.000
2. C -0.199
3. N -0.001
4. C -0.428
5. Br 0.368


(7)
The ion C3H4BrN2O2 with charge +1 in a non-equilibrium geometry. Source: the OMol25 dataset; level of theory: wB97M-V/def2-TZVPD.

Summary:
Highest occupied orbital energy, eV: -14.82
Orbital gap, eV: 8.80
Energy above the lowest of the compared OMol25 structures with the same formula, charge and spin, eV: 0.0000
Total charge: +1

```
12
Properties=species:S:1:pos:R:3:forces:R:3
C -0.65989 -0.02839 1.51368 -3.357 -2.300 3.038
N -0.15454 -0.17475 0.19587 3.120 1.475 -1.091
N -0.97197 -0.41616 -0.84807 -2.524 -1.392 0.358
O -0.27331 -0.21094 -1.98384 -0.713 -0.742 -1.654
C 0.95728 0.29807 -1.76455 1.288 -0.138 1.852
O 1.75867 0.62609 -2.56304 -0.481 -0.017 0.064
C 1.03680 0.29041 -0.22896 -1.497 -0.229 -0.095
Br 2.43769 1.03594 0.74162 -1.103 -0.615 -0.491
H -1.84882 0.04120 1.63638 2.645 0.152 -1.119
H -0.21812 0.81729 1.98325 0.370 0.667 0.260
H -0.46830 -0.95156 2.15866 0.260 1.120 -1.016
H -1.59549 -1.32721 -0.84099 1.991 2.018 -0.107
```
Forces are in eV/Å.

Results of the Löwdin charge analysis, in e, for atoms 1 through 5:
1. C -0.006
2. N -0.130
3. N 0.066
4. O 0.128
5. C -0.439


(8)
An isolated molecule of C3H4BrNO in a non-equilibrium geometry. Source: the OMol25 dataset; level of theory: wB97M-V/def2-TZVPD.

Summary:
Highest occupied orbital energy, eV: -9.94
Orbital gap, eV: 10.28
Energy above the lowest of the compared OMol25 structures with the same formula, charge and spin, eV: 0.7831

```
10
Properties=species:S:1:pos:R:3:forces:R:3
H -1.03090 2.08350 -0.54846 2.675 -1.700 0.136
N -0.02080 1.64537 -0.35036 -2.408 1.580 -0.050
C 0.03647 0.41642 -0.14268 0.934 -2.203 0.129
C -0.98636 -0.74315 -0.21837 0.145 0.950 -0.254
C 1.38532 -0.12983 0.53197 -0.605 0.872 0.534
O 1.42585 -0.61863 1.61893 -0.424 0.171 -1.139
Br 3.02245 0.24478 -0.41046 0.012 0.015 -0.263
H -1.47452 -0.97251 -1.20508 1.040 0.260 0.818
H -0.60936 -1.60740 0.33862 -0.084 0.043 -0.573
H -1.74817 -0.31855 0.38589 -1.286 0.013 0.662
```
Forces are in eV/Å.

Results of the Löwdin charge analysis, in e, for atoms 1 through 5:
1. H 0.133
2. N 0.125
3. C -0.419
4. C -0.027
5. C -0.784


(9)
A structure of composition C3H4BrNO in a non-equilibrium geometry. Source: the OMol25 dataset; level of theory: wB97M-V/def2-TZVPD.

Summary:
Highest occupied orbital energy (spin up / spin down), eV: -9.83 / -9.83
Orbital gap (spin up / spin down), eV: 6.64 / 6.65
Energy above the lowest of the compared OMol25 structures with the same formula, charge and spin, eV: 4.1633

```
10
Properties=species:S:1:pos:R:3:forces:R:3
C 1.19136 -1.57847 -0.03091 0.067 -4.318 1.181
C -0.11508 -0.75420 0.06581 -1.401 0.298 -0.862
C 0.68979 0.50594 -0.07477 -0.734 5.039 0.393
N 1.71989 -0.40318 0.02399 5.641 0.396 -0.089
O 1.37026 -2.76769 0.00121 0.264 1.545 -0.381
Br 4.33746 0.38560 -0.00704 -2.378 -0.741 -0.044
H -0.76124 -1.26066 -0.62597 -0.158 0.722 -1.520
H -0.66897 -0.83391 0.94332 -0.074 -0.199 2.154
H 0.73006 1.18182 -0.97588 -0.465 -1.220 0.512
H 0.76648 1.25689 0.81954 -0.762 -1.522 -1.343
```
Forces are in eV/Å.

Results of the Löwdin charge analysis, in e, for atoms 1 through 5:
1. C -0.498
2. C -0.023
3. C -0.189
4. N 0.045
5. O 0.142


(10)
An isolated molecule of C3H4BrNO in a non-equilibrium geometry. Source: the OMol25 dataset; level of theory: wB97M-V/def2-TZVPD.

Summary:
Highest occupied orbital energy, eV: -9.40
Orbital gap, eV: 10.20
Energy above the lowest of the compared OMol25 structures with the same formula, charge and spin, eV: 0.9934

```
10
Properties=species:S:1:pos:R:3:forces:R:3
O 1.60177 -0.99241 2.28248 0.462 -0.058 0.305
C 0.96036 -0.67532 1.33590 -2.772 -0.635 0.658
N 1.20273 -0.39290 0.06842 -0.944 0.805 -4.166
C -0.18377 0.07889 -0.34655 -0.953 -1.448 1.119
C -0.70469 -0.48552 1.05382 3.818 -0.016 0.029
Br -1.52900 -2.16067 1.33020 -0.387 -0.418 -0.498
H 1.96985 -0.43778 -0.60549 0.136 -0.044 1.055
H -0.77817 -0.21420 -1.30781 1.744 -0.013 1.694
H -0.18075 1.14176 -0.22618 -0.248 0.766 -0.397
H -1.06312 0.15573 1.81201 -0.857 1.059 0.200
```
Forces are in eV/Å.

Results of the Löwdin charge analysis, in e, for atoms 1 through 5:
1. O 0.090
2. C -0.558
3. N 0.073
4. C -0.125
5. C -0.621


What did the sixth record say?
An isolated molecule of C3H4BrN in a non-equilibrium geometry. Source: the OMol25 dataset; level of theory: wB97M-V/def2-TZVPD.

Summary:
Highest occupied orbital energy, eV: -8.74
Orbital gap, eV: 8.81
Energy above the lowest of the compared OMol25 structures with the same formula, charge and spin, eV: 1.6329

```
9
Properties=species:S:1:pos:R:3:forces:R:3
C -0.99426 -0.48403 -1.60472 -0.051 -0.100 -1.313
C -0.23545 -0.25838 -0.57094 0.510 0.057 0.380
N 0.54090 -0.26650 0.34689 0.747 0.362 0.313
C 0.96461 0.26643 1.58825 -2.230 -0.650 -0.393
Br -0.68689 1.23491 2.57246 1.339 -0.554 -0.644
H -0.72777 -0.27098 -2.65333 -0.057 0.418 0.929
H -1.83944 -1.12789 -1.48069 -0.351 -0.246 0.217
H 1.08670 -0.66729 2.18059 0.465 1.447 0.287
H 1.75045 1.03629 1.50343 -0.372 -0.734 0.225
```
Forces are in eV/Å.

Results of the Löwdin charge analysis, in e, for atoms 1 through 5:
1. C 0.000
2. C -0.199
3. N -0.001
4. C -0.428
5. Br 0.368


Which formula does entry 7 have? C3H4BrN2O2